{"formula": "C50H74F3NO30", "method": "the ωB97M-V functional and the def2-TZVPD basis", "smiles": "C#CC[C@@]1(C[C@@H](O)C(F)(F)F)[C@H](C)NC(=O)[C@@H]1CCCCCCCCCCCOC.O=C1OCCO1.O=C1OCCO1.O=C1OCCO1.O=C1OCCO1.O=C1OCCO1.O=C1OCCO1.O=C1OCCO1.O=C1OCCO1.O=C1OCCO1", "multiplicity": 1, "gap_ev": 9.50, "e_tot_ha": -4561.2105, "relative_energy_kcal_mol": 0.0, "elements": ["C", "C", "C", "C", "C", "C", "O", "C", "F", "F", "F", "C", "C", "N", "C", "O", "C", "C", "C", "C", "C", "C", "C", "C", "C", "C", "C", "C", "O", "C", "H", "H", "H", "H", "H", "H", "H", "H", "H", "H", "H", "H", "H", "H", "H", "H", "H", "H", "H", "H", "H", "H", "H", "H", "H", "H", "H", "H", "H", "H", "H", "H", "H", "H", "H", "H", "H", "H", "C", "C", "O", "C", "O", "O", "H", "H", "H", "H", "C", "C", "O", "C", "O", "O", "H", "H", "H", "H", "C", "C", "O", "C", "O", "O", "H", "H", "H", "H", "C", "C", "O", "C", "O", "O", "H", "H", "H", "H", "C", "C", "O", "C", "O", "O", "H", "H", "H", "H", "C", "C", "O", "C", "O", "O", "H", "H", "H", "H", "C", "C", "O", "C", "O", "O", "H", "H", "H", "H", "C", "C", "O", "C", "O", "O", "H", "H", "H", "H", "C", "C", "O", "C", "O", "O", "H", "H", "H", "H"], "positions_angstrom": [[0.909094, 3.295875, -5.868215], [0.016599, 2.523704, -5.891862], [-1.149389, 1.639932, -5.845115], [-1.247672, 0.844583, -4.537236], [-2.665646, 0.181734, -4.467512], [-2.863215, -1.251918, -4.947566], [-2.172096, -1.447143, -6.163848], [-2.585402, -2.371965, -3.931584], [-3.487480, -3.401903, -4.157985], [-1.363704, -2.932404, -4.072935], [-2.763879, -2.000069, -2.654466], [-0.013524, 0.005955, -4.221784], [0.545976, -1.023397, -5.197574], [-0.290642, -0.430627, -2.822751], [-0.916718, 0.717561, -2.208984], [-1.191228, 0.734597, -1.045919], [-1.182202, 1.767518, -3.284241], [-2.324325, 2.749626, -3.044153], [-1.965035, 4.019166, -2.246845], [-1.099123, 3.825725, -1.010261], [-0.875280, 5.133847, -0.243225], [0.277419, 4.997078, 0.749051], [0.094166, 3.834839, 1.733779], [0.692770, 4.101026, 3.125094], [1.437288, 2.884898, 3.680070], [1.929185, 3.143042, 5.108664], [0.841123, 2.985561, 6.173167], [0.063976, 1.693928, 6.100803], [0.980439, 0.609314, 5.985806], [0.363399, -0.661427, 6.047680], [1.741236, 3.963705, -5.859964], [-2.034399, 2.261575, -5.968255], [-1.115318, 0.947467, -6.686823], [-3.116216, 0.252105, -3.482445], [-3.304551, 0.769760, -5.122100], [-3.932023, -1.365188, -5.153249], [-2.037037, -2.386034, -6.323767], [0.775960, 0.758612, -4.148052], [1.629955, -0.935829, -5.190401], [0.234223, -0.777212, -6.206307], [0.319099, -2.050430, -4.947065], [0.610570, -0.495987, -2.353927], [-0.273581, 2.374184, -3.324645], [-3.209621, 2.270552, -2.632510], [-2.612643, 3.114593, -4.033141], [-1.534462, 4.760689, -2.918781], [-2.916176, 4.425788, -1.896265], [-1.616175, 3.132702, -0.355615], [-0.136704, 3.393150, -1.283676], [-1.787824, 5.340283, 0.317801], [-0.675112, 5.944835, -0.942377], [0.402153, 5.908646, 1.329082], [1.184931, 4.811568, 0.172833], [-0.963381, 3.599307, 1.863328], [0.546587, 2.921573, 1.349161], [-0.076496, 4.366933, 3.846894], [1.410009, 4.919142, 3.087938], [2.301584, 2.684720, 3.042837], [0.808671, 1.997150, 3.629636], [2.788830, 2.513113, 5.323053], [2.255876, 4.181859, 5.146752], [0.177277, 3.845529, 6.152446], [1.314476, 3.010335, 7.150047], [-0.602329, 1.687371, 5.230489], [-0.558618, 1.564255, 6.989473], [-0.678399, -0.588058, 6.355983], [0.895457, -1.273474, 6.776940], [0.412275, -1.156403, 5.078499], [1.892458, -4.688262, -5.094151], [2.412466, -5.902720, -5.832157], [2.521548, -5.414995, -7.177282], [2.645167, -4.068897, -7.135077], [2.918229, -3.383421, -8.063979], [2.412133, -3.608166, -5.881403], [2.251069, -4.623212, -4.071461], [0.800440, -4.633733, -5.102325], [3.398386, -6.206357, -5.485679], [1.737995, -6.754324, -5.793347], [0.069408, 6.643844, 8.781214], [-0.271578, 8.026239, 8.265320], [0.348716, 8.026495, 6.970499], [0.476247, 6.743133, 6.562982], [0.825327, 6.397903, 5.481457], [0.179079, 5.892590, 7.569854], [-0.702488, 6.221574, 9.415546], [1.029242, 6.608296, 9.300202], [-1.346292, 8.168407, 8.145592], [0.133961, 8.828904, 8.875326], [-6.878407, -4.623053, -4.025143], [-6.331997, -4.715045, -2.616471], [-7.515743, -4.639744, -1.821580], [-8.565695, -5.047864, -2.580350], [-9.655494, -5.257209, -2.170573], [-8.186312, -5.179524, -3.878002], [-6.300152, -5.193260, -4.747783], [-6.967716, -3.591189, -4.369723], [-5.840038, -5.670872, -2.422474], [-5.652309, -3.904760, -2.365661], [7.074332, -5.609502, -4.708668], [7.572644, -5.598138, -3.276834], [6.383256, -5.264807, -2.546078], [5.315629, -5.612574, -3.289541], [4.192066, -5.624291, -2.895554], [5.692403, -5.958886, -4.539216], [7.572600, -6.341428, -5.337351], [7.129720, -4.628320, -5.181161], [7.921927, -6.577559, -2.946652], [8.346295, -4.858991, -3.091879], [-3.605676, 5.118156, 12.686742], [-2.829862, 3.997044, 12.022942], [-2.962098, 4.322979, 10.634763], [-3.208325, 5.647045, 10.527157], [-3.188679, 6.254147, 9.506551], [-3.461778, 6.185512, 11.742135], [-3.202141, 5.413164, 13.651190], [-4.666611, 4.887004, 12.793727], [-1.770771, 4.005698, 12.285142], [-3.240264, 3.010426, 12.217954], [4.893933, -8.664391, -1.282770], [3.554777, -9.188325, -1.758274], [3.873776, -10.536655, -2.120894], [4.978026, -10.917627, -1.435543], [5.401304, -12.022968, -1.390523], [5.538559, -9.849865, -0.811196], [4.812789, -7.932256, -0.484281], [5.487876, -8.243107, -2.097236], [2.806366, -9.203796, -0.964891], [3.158346, -8.648255, -2.613414], [2.485866, 1.025079, 9.165007], [2.075712, 0.204104, 10.370236], [1.698168, 1.214190, 11.313989], [1.359089, 2.331705, 10.627636], [0.838564, 3.285948, 11.105620], [1.688604, 2.203780, 9.322732], [2.261870, 0.551300, 8.211470], [3.539065, 1.309706, 9.188902], [1.208274, -0.427242, 10.169113], [2.879220, -0.406241, 10.773215], [0.322354, 7.274737, -8.325481], [-0.645540, 7.122475, -7.168865], [0.161235, 6.470881, -6.183876], [1.460699, 6.734847, -6.451143], [2.365319, 6.458301, -5.734789], [1.585780, 7.338141, -7.656403], [0.160722, 8.175101, -8.911675], [0.320569, 6.406893, -8.986971], [-0.977292, 8.082672, -6.770344], [-1.512483, 6.512646, -7.408158], [-1.645949, -6.185547, -3.226498], [-2.885127, -6.889457, -3.739305], [-2.342372, -8.083708, -4.307739], [-1.147140, -8.336103, -3.716344], [-0.521451, -9.331826, -3.852104], [-0.766172, -7.280331, -2.955065], [-1.817126, -5.604380, -2.324285], [-1.188023, -5.545571, -3.982038], [-3.571999, -7.162970, -2.935574], [-3.421485, -6.320886, -4.494859]], "forces_ev_per_a": [[1.810, 1.308, -0.042], [-1.679, -1.265, 0.003], [0.531, -0.114, -0.055], [-0.773, 0.647, 0.469], [0.465, -0.457, -0.469], [-0.206, 0.054, -0.297], [0.031, -0.030, 0.176], [-0.056, -0.232, 0.296], [0.501, 0.329, 0.107], [-0.759, 0.017, 0.338], [0.074, -0.315, -0.704], [0.294, 0.031, 0.061], [0.332, 0.233, 0.292], [0.641, 1.315, -0.350], [-0.066, -0.727, -0.505], [-0.113, 0.253, 0.471], [-0.338, -0.092, 0.415], [0.153, 0.247, -0.350], [-0.378, -0.325, 0.284], [-0.219, 0.403, -0.152], [0.192, -0.580, 0.097], [-0.275, -0.375, -0.005], [-0.002, 0.068, 0.459], [0.227, -0.649, -0.134], [0.218, 0.352, 0.107], [-0.395, -0.001, -0.375], [0.482, -0.144, 0.219], [-0.045, 0.020, -0.494], [-0.024, -0.059, 0.369], [0.181, 0.173, -0.006], [-0.075, 0.016, 0.058], [-0.158, -0.030, -0.005], [-0.106, -0.040, -0.061], [0.105, 0.010, 0.199], [-0.119, 0.133, 0.008], [-0.144, -0.004, 0.216], [-0.022, -0.049, -0.114], [0.048, 0.153, -0.228], [0.119, -0.091, 0.017], [-0.086, -0.202, -0.129], [-0.171, 0.054, -0.169], [-0.227, -0.755, 0.305], [0.238, -0.114, -0.249], [0.038, -0.161, 0.240], [-0.217, -0.065, -0.086], [0.207, 0.039, -0.051], [-0.054, 0.256, -0.115], [0.187, -0.328, 0.089], [0.132, -0.112, 0.035], [-0.131, 0.317, -0.073], [-0.073, 0.183, -0.017], [0.049, 0.224, -0.111], [0.238, 0.231, 0.063], [-0.151, 0.043, -0.109], [0.010, -0.066, -0.239], [-0.125, 0.311, -0.059], [-0.056, 0.214, 0.012], [0.024, -0.043, -0.113], [-0.051, -0.135, 0.007], [0.005, -0.161, 0.143], [0.223, 0.052, 0.094], [-0.258, -0.091, -0.086], [0.084, 0.174, 0.148], [-0.095, -0.023, -0.028], [-0.045, 0.015, 0.147], [-0.134, -0.010, 0.027], [0.034, -0.115, 0.033], [-0.047, -0.044, -0.117], [-0.055, -0.030, 0.143], [-0.034, -0.113, 0.088], [-0.020, 0.002, 0.036], [-0.012, -0.066, 0.058], [0.032, 0.085, -0.091], [-0.015, -0.117, 0.033], [0.105, 0.098, -0.043], [0.001, 0.024, -0.057], [0.020, 0.036, 0.016], [-0.033, 0.013, -0.153], [-0.018, 0.021, 0.214], [-0.083, 0.029, 0.102], [-0.053, -0.007, -0.013], [0.119, -0.033, 0.243], [-0.032, 0.098, -0.193], [-0.019, 0.028, 0.015], [-0.035, -0.100, -0.137], [0.011, 0.032, -0.032], [-0.002, -0.057, -0.016], [0.107, 0.034, -0.122], [0.086, 0.035, -0.057], [0.206, 0.047, 0.045], [0.000, -0.019, -0.084], [0.087, 0.031, -0.030], [-0.114, -0.027, 0.044], [0.056, 0.022, 0.004], [-0.141, -0.098, -0.033], [-0.017, 0.007, 0.023], [-0.025, -0.020, -0.020], [-0.100, 0.046, 0.108], [0.131, 0.044, -0.056], [0.123, -0.027, -0.041], [0.040, -0.025, -0.009], [0.123, 0.015, 0.044], [-0.127, -0.068, -0.008], [0.003, 0.010, -0.014], [-0.135, -0.089, -0.001], [-0.021, 0.013, 0.027], [-0.028, -0.010, -0.010], [-0.102, 0.086, 0.083], [-0.034, -0.084, 0.091], [0.106, -0.045, 0.154], [-0.040, 0.027, 0.000], [0.058, -0.179, 0.112], [0.009, 0.167, -0.108], [-0.024, -0.009, 0.005], [0.051, 0.129, -0.062], [-0.006, -0.003, -0.027], [0.014, 0.012, -0.038], [-0.057, -0.009, -0.144], [-0.038, 0.166, 0.021], [-0.058, 0.096, -0.039], [0.027, 0.032, 0.044], [-0.086, 0.113, -0.063], [0.064, -0.132, 0.021], [-0.013, 0.027, -0.011], [0.068, -0.076, 0.074], [-0.021, -0.027, -0.026], [0.019, -0.014, 0.018], [0.011, -0.120, -0.077], [0.084, -0.160, -0.164], [0.032, -0.105, -0.056], [-0.018, 0.014, 0.002], [0.093, -0.219, -0.207], [-0.126, 0.183, 0.119], [-0.029, 0.057, 0.234], [-0.113, 0.148, -0.046], [-0.005, 0.011, 0.050], [-0.010, 0.027, -0.015], [0.000, 0.091, 0.125], [-0.071, -0.001, -0.096], [-0.107, 0.041, -0.038], [-0.033, 0.086, -0.008], [-0.081, -0.043, -0.098], [0.102, -0.062, 0.070], [-0.036, 0.025, 0.002], [0.128, 0.057, 0.056], [-0.005, -0.017, 0.025], [0.027, 0.011, -0.011], [0.055, -0.110, 0.092], [-0.032, 0.149, 0.030], [-0.099, 0.069, 0.027], [0.016, 0.027, 0.039], [-0.100, 0.085, -0.045], [0.104, -0.100, -0.009], [-0.002, 0.037, 0.001], [0.090, -0.082, 0.067], [-0.028, -0.005, -0.017], [0.032, -0.012, 0.016], [0.052, -0.095, -0.101]]}